{
  "formula": "C2H5O",
  "method": "ωB97M-V/def2-TZVPD",
  "symbols": ["C", "O", "C", "H", "H", "H", "H", "H"],
  "positions_angstrom": [[-0.350, -0.415, 0.512], [-1.545, -0.854, 0.080], [0.366, 0.320, -0.625], [-0.243, 0.346, 1.400], [0.124, -1.089, 1.270], [0.429, -0.191, -1.623], [-0.208, 1.262, -0.695], [1.427, 0.622, -0.320]],
  "atomic_forces_ev_per_a": [[-1.0, 0.1, 1.1], [0.1, 0.3, 0.6], [1.8, 0.5, 0.4], [-1.2, 1.0, -0.8], [1.2, -1.4, -1.4], [-0.3, 0.2, 1.0], [0.3, -0.4, -0.5], [-0.9, -0.3, -0.4]],
  "lowdin_charge": [-0.674, -0.385, -0.184, 0.051, 0.046, 0.051, 0.045, 0.048],
  "largest_force_ev_per_a": 2.3,
  "smiles": "CC[O-]",
  "lumo_ev": 5.1,
  "gap_ha": 0.249,
  "total_charge": -1,
  "e_homo_ev": -1.72
}